1.
C3H7NS in the gas phase at a distorted geometry, computed with ωB97M-V/def2-TZVPD.

XYZ file:
```
12
Properties=species:S:1:pos:R:3:mulliken_charge:R:1
S -2.766 -0.060 -0.148 -0.185
N -1.190 -0.317 0.425 -0.375
C -0.235 1.178 0.094 -0.626
C -0.091 -0.148 -0.529 0.226
C 1.163 -0.852 -0.026 -1.080
H 1.024 -2.009 -0.172 0.243
H -0.962 1.926 -0.258 0.311
H 0.531 1.514 0.751 0.231
H -0.219 -0.068 -1.563 0.489
H -3.241 0.545 0.892 0.134
H 1.958 -0.693 -0.829 0.286
H 1.325 -0.539 1.032 0.346
```

Calculated values
- E (a.u.) = -571.3335
- energy above the lowest of the compared OMol25 structures with the same formula, charge and spin (kcal per mole) = 66.1
- structure (SMILES) = C[C@@H]1CN1S
- orbital gap (eV) = 9.271
- molecular weight (g mol⁻¹) = 89.2
- lowest unoccupied orbital energy (eV) = 1.00
- E_HOMO (eV) = -8.3

---

2.
2 unconnected molecules or ions with the total composition C3H7NS at a distorted geometry, computed with ωB97M-V/def2-TZVPD.

XYZ file:
```
12
Properties=species:S:1:pos:R:3:mulliken_charge:R:1
S -1.242 -0.973 0.144 -0.049
N -1.968 0.293 0.763 -0.209
C -2.039 1.478 0.052 -0.583
C 1.849 -0.646 -0.651 -0.320
C 1.988 -1.562 0.365 -0.357
H 1.127 -1.700 1.011 0.164
H -1.531 1.478 -0.841 0.343
H 0.855 -0.267 -0.981 0.027
H -1.513 2.266 0.734 0.234
H -3.111 1.941 0.052 0.262
H 2.638 -0.336 -1.304 0.249
H 2.947 -1.971 0.657 0.239
```

Calculated values
- E (a.u.) = -571.3176
- energy above the lowest of the compared OMol25 structures with the same formula, charge and spin (kcal per mole) = 76.1
- structure (SMILES) = CN=S.C=C
- orbital gap (alpha / beta) (eV) = 7.372 / 7.373
- molecular weight (g mol⁻¹) = 89.2
- lowest unoccupied orbital energy (alpha / beta) (eV) = -1.11 / -1.11
- E_HOMO (alpha / beta) (eV) = -8.5 / -8.5

---

3.
C3H7NS in the gas phase at a distorted geometry, computed with ωB97M-V/def2-TZVPD.

XYZ file:
```
12
Properties=species:S:1:pos:R:3:mulliken_spin:R:1
S 1.161 -0.153 -0.567 0.063
N 1.947 0.998 0.241 0.161
C 0.316 -0.835 0.835 0.831
C -0.503 0.555 -0.837 0.020
C -1.427 -0.464 -0.294 0.840
H -1.537 -1.321 -0.831 0.019
H -2.211 -0.212 0.297 0.007
H 0.553 -1.931 1.212 0.002
H -0.793 0.881 -1.812 0.032
H -0.633 1.394 -0.028 0.005
H 2.904 1.215 0.059 0.009
H 0.224 -0.127 1.724 0.011
```

Calculated values
- E (a.u.) = -571.1457
- spin multiplicity = 3
- energy above the lowest of the compared OMol25 structures with the same formula, charge and spin (kcal per mole) = 83.7
- orbital gap (alpha / beta) (eV) = 6.719 / 6.450
- molecular weight (g mol⁻¹) = 89.2
- lowest unoccupied orbital energy (alpha / beta) (eV) = 0.82 / -2.04
- E_HOMO (alpha / beta) (eV) = -5.9 / -8.5

---

4.
2 unconnected molecules or ions with the total composition C3H7NSi at a distorted geometry, computed with ωB97M-V/def2-TZVPD.

XYZ file:
```
12
Properties=species:S:1:pos:R:3:mulliken_charge:R:1
Si 0.153 1.147 0.463 0.139
N 2.167 1.162 2.603 -0.350
C 1.462 1.284 1.723 0.281
C -0.780 -0.984 -1.305 -1.169
C 0.326 -0.665 -0.280 -0.538
H 1.338 -0.780 -0.768 0.368
H -0.769 -1.996 -1.431 0.372
H 0.144 -1.039 0.729 0.352
H -1.720 0.442 1.401 -0.057
H -1.704 -0.652 -0.931 0.327
H -0.479 -0.370 -2.070 0.346
H -0.138 2.452 -0.133 -0.070
```

Calculated values
- E (a.u.) = -462.6353
- energy above the lowest of the compared OMol25 structures with the same formula, charge and spin (kcal per mole) = 63.9
- orbital gap (eV) = 9.296
- molecular weight (g mol⁻¹) = 85.2
- lowest unoccupied orbital energy (eV) = -0.44
- E_HOMO (eV) = -9.7

---

5.
2 unconnected molecules or ions with the total composition C3H7O at a distorted geometry, computed with ωB97M-V/def2-TZVPD.

XYZ file:
```
11
Properties=species:S:1:pos:R:3:mulliken_charge:R:1
O -0.129 0.691 0.721 -0.791
C 0.195 -1.543 1.394 -0.858
C 0.618 -0.245 1.149 -0.133
C -0.585 0.918 -2.525 -0.712
H -0.720 -1.841 0.895 0.231
H -0.252 0.753 -1.492 0.086
H -1.285 0.114 -2.764 0.200
H 0.845 -2.236 1.917 0.253
H 0.277 0.858 -3.190 0.222
H -1.074 1.880 -2.623 0.195
H 1.676 -0.015 1.393 0.308
```

Calculated values
- E (a.u.) = -193.7264
- energy above the lowest of the compared OMol25 structures with the same formula, charge and spin (kcal per mole) = 2.9
- orbital gap (eV) = 6.423
- molecular weight (g mol⁻¹) = 59.1
- lowest unoccupied orbital energy (eV) = 4.45
- E_HOMO (eV) = -2.0
- total charge = -1

---

6.
2 unconnected molecules or ions with the total composition C3H7O at a distorted geometry, computed with ωB97M-V/def2-TZVPD.

XYZ file:
```
11
Properties=species:S:1:pos:R:3:mulliken_charge:R:1
O -0.270 2.411 0.965 -0.769
C 0.609 -0.987 0.706 -0.924
C 0.286 -0.553 -0.562 -0.206
C -0.801 -0.829 -1.401 -0.890
H 1.556 -0.723 1.166 0.217
H -0.001 -1.813 1.136 0.222
H 0.131 2.292 1.830 0.312
H -0.907 -0.409 -2.398 0.187
H 0.144 1.685 0.464 0.313
H -1.637 -1.412 -1.051 0.239
H 0.890 0.338 -0.856 0.300
```

Calculated values
- E (a.u.) = -193.6858
- energy above the lowest of the compared OMol25 structures with the same formula, charge and spin (kcal per mole) = 28.4
- orbital gap (eV) = 5.512
- molecular weight (g mol⁻¹) = 59.1
- lowest unoccupied orbital energy (eV) = 4.53
- E_HOMO (eV) = -1.0
- total charge = -1

---

7.
A gas-phase ion, C3H7O2 (charge -1) at a distorted geometry, computed with ωB97M-V/def2-TZVPD.

XYZ file:
```
12
Properties=species:S:1:pos:R:3:mulliken_charge:R:1
O -0.512 0.877 0.049 -0.375
O 0.782 -0.922 -0.932 -0.833
C 0.259 1.591 -0.937 -0.567
C -0.104 -1.178 1.280 -1.079
C -0.242 -0.670 -0.152 0.244
H -1.232 -0.923 -0.616 0.159
H -1.104 -1.082 1.851 0.222
H -0.068 1.211 -1.932 0.196
H 0.735 -0.691 1.798 0.241
H 0.152 -2.230 1.245 0.360
H 1.327 1.358 -0.786 0.207
H 0.007 2.658 -0.867 0.224
```

Calculated values
- E (a.u.) = -268.9640
- energy above the lowest of the compared OMol25 structures with the same formula, charge and spin (kcal per mole) = 47.7
- structure (SMILES) = CO[C@H](C)[O-]
- orbital gap (eV) = 7.330
- molecular weight (g mol⁻¹) = 75.1
- lowest unoccupied orbital energy (eV) = 4.65
- E_HOMO (eV) = -2.7
- total charge = -1

---

8.
A gas-phase ion, C3H7O2 (charge -1), computed with ωB97M-V/def2-TZVPD.

XYZ file:
```
12
Properties=species:S:1:pos:R:3:mulliken_charge:R:1
O 0.923 -1.892 1.240 -0.533
O -0.605 1.631 -1.755 -0.890
C 0.424 0.171 -0.056 -0.550
C -0.093 -0.930 0.825 -0.326
C -0.696 1.224 -0.480 -0.348
H -1.686 0.742 -0.208 0.141
H 1.234 0.739 0.417 0.296
H -0.585 2.063 0.261 0.115
H -0.861 -1.486 0.303 0.256
H -0.468 -0.500 1.746 0.239
H 1.686 -1.760 0.657 0.305
H 0.831 -0.203 -1.009 0.295
```

Calculated values
- E (a.u.) = -268.9544
- energy above the lowest of the compared OMol25 structures with the same formula, charge and spin (kcal per mole) = 53.7
- structure (SMILES) = [O-]CCCO
- orbital gap (eV) = 6.165
- molecular weight (g mol⁻¹) = 75.1
- lowest unoccupied orbital energy (eV) = 3.91
- E_HOMO (eV) = -2.3
- total charge = -1

---

9.
C3H7O2P in the gas phase at a distorted geometry, computed with ωB97M-V/def2-TZVPD.

XYZ file:
```
13
Properties=species:S:1:pos:R:3:mulliken_charge:R:1
P -0.357 -0.736 0.254 0.610
O 0.996 1.540 -1.281 -0.448
O -0.169 -0.369 -1.401 -0.339
C 1.198 -0.232 1.120 -0.918
C 0.320 0.769 -1.910 0.219
C -1.659 0.402 0.710 -0.946
H -0.059 -2.181 0.105 0.055
H 1.033 -0.584 2.210 0.327
H -2.371 0.324 -0.130 0.206
H 1.328 0.783 0.925 0.326
H -2.264 0.248 1.600 0.318
H -0.141 0.940 -2.964 0.297
H 2.145 -0.905 0.761 0.291
```

Calculated values
- E (a.u.) = -610.2555
- energy above the lowest of the compared OMol25 structures with the same formula, charge and spin (kcal per mole) = 64.3
- structure (SMILES) = C=[P@H](C)OC=O
- orbital gap (eV) = 9.038
- molecular weight (g mol⁻¹) = 106.1
- lowest unoccupied orbital energy (eV) = 0.87
- E_HOMO (eV) = -8.2